{
  "formula": "C90H75N15O30",
  "method": "wB97M-V/def2-TZVPD",
  "fmax_ev_per_a": 6.20,
  "total_energy_ha": -6551.42501,
  "symbols": ["C", "C", "C", "C", "C", "C", "N", "O", "O", "H", "H", "H", "H", "H", "C", "C", "C", "C", "C", "C", "N", "O", "O", "H", "H", "H", "H", "H", "C", "C", "C", "C", "C", "C", "N", "O", "O", "H", "H", "H", "H", "H", "C", "C", "C", "C", "C", "C", "N", "O", "O", "H", "H", "H", "H", "H", "C", "C", "C", "C", "C", "C", "N", "O", "O", "H", "H", "H", "H", "H", "C", "C", "C", "C", "C", "C", "N", "O", "O", "H", "H", "H", "H", "H", "C", "C", "C", "C", "C", "C", "N", "O", "O", "H", "H", "H", "H", "H", "C", "C", "C", "C", "C", "C", "N", "O", "O", "H", "H", "H", "H", "H", "C", "C", "C", "C", "C", "C", "N", "O", "O", "H", "H", "H", "H", "H", "C", "C", "C", "C", "C", "C", "N", "O", "O", "H", "H", "H", "H", "H", "C", "C", "C", "C", "C", "C", "N", "O", "O", "H", "H", "H", "H", "H", "C", "C", "C", "C", "C", "C", "N", "O", "O", "H", "H", "H", "H", "H", "C", "C", "C", "C", "C", "C", "N", "O", "O", "H", "H", "H", "H", "H", "C", "C", "C", "C", "C", "C", "N", "O", "O", "H", "H", "H", "H", "H", "C", "C", "C", "C", "C", "C", "N", "O", "O", "H", "H", "H", "H", "H"],
  "coordinates": [[3.400, -3.883, 0.761], [3.462, -2.742, 1.493], [3.658, -1.502, 0.964], [3.952, -1.318, -0.442], [4.047, -2.504, -1.235], [3.747, -3.739, -0.540], [3.953, 0.037, -1.086], [4.253, 0.195, -2.262], [3.914, 1.008, -0.318], [3.329, -4.826, 1.281], [3.489, -2.721, 2.573], [3.714, -0.784, 1.769], [4.151, -2.557, -2.309], [3.688, -4.570, -1.227], [4.793, -4.881, -4.485], [3.525, -5.308, -4.313], [2.707, -5.805, -5.332], [3.234, -5.907, -6.605], [4.513, -5.318, -6.874], [5.295, -4.942, -5.756], [2.502, -6.702, -7.665], [1.362, -7.113, -7.389], [3.018, -6.842, -8.771], [5.428, -4.653, -3.642], [3.034, -5.034, -3.391], [1.787, -6.328, -5.117], [4.907, -5.432, -7.873], [6.361, -4.818, -5.877], [-5.552, -4.380, -4.012], [-6.885, -4.419, -3.565], [-7.131, -4.500, -2.152], [-6.046, -4.362, -1.267], [-4.684, -4.290, -1.715], [-4.523, -4.260, -3.094], [-6.379, -4.214, 0.133], [-5.444, -3.888, 0.814], [-7.609, -4.246, 0.441], [-5.284, -4.308, -5.055], [-7.763, -4.464, -4.193], [-8.112, -4.575, -1.707], [-3.793, -4.227, -1.107], [-3.525, -4.103, -3.475], [1.220, -0.871, 9.103], [1.312, -0.360, 7.786], [0.293, -0.255, 6.894], [-0.961, -0.211, 7.488], [-1.090, -0.570, 8.861], [-0.041, -0.965, 9.675], [-2.182, -0.131, 6.603], [-3.253, -0.029, 7.155], [-2.116, -0.349, 5.363], [2.070, -1.101, 9.728], [2.287, -0.193, 7.352], [0.553, -0.003, 5.876], [-2.036, -0.582, 9.381], [-0.204, -1.303, 10.687], [-1.156, -6.766, -0.563], [-1.772, -7.799, 0.141], [-1.539, -9.142, -0.290], [-0.718, -9.366, -1.440], [-0.226, -8.316, -2.155], [-0.430, -7.015, -1.775], [-0.706, -10.773, -1.927], [-1.492, -11.636, -1.490], [0.115, -11.075, -2.763], [-1.369, -5.741, -0.295], [-2.319, -7.621, 1.055], [-1.945, -9.924, 0.335], [0.404, -8.483, -3.016], [0.020, -6.245, -2.384], [-1.361, 3.243, -2.634], [-2.209, 4.191, -3.261], [-3.537, 4.243, -2.780], [-3.953, 3.359, -1.801], [-3.115, 2.402, -1.236], [-1.781, 2.377, -1.564], [-5.363, 3.522, -1.272], [-5.868, 4.652, -1.214], [-6.049, 2.590, -0.799], [-0.391, 3.110, -3.089], [-1.886, 4.623, -4.196], [-4.174, 4.869, -3.385], [-3.536, 1.802, -0.443], [-1.144, 1.608, -1.155], [-0.584, -3.797, -4.358], [0.561, -3.141, -4.809], [0.964, -3.285, -6.113], [0.160, -4.057, -6.976], [-0.870, -4.834, -6.514], [-1.212, -4.715, -5.183], [0.553, -4.078, -8.397], [-0.006, -4.826, -9.079], [1.157, -3.082, -8.905], [-0.919, -3.881, -3.335], [1.043, -2.509, -4.077], [1.777, -2.622, -6.369], [-1.202, -5.557, -7.245], [-2.015, -5.329, -4.803], [2.490, -6.880, 4.328], [1.118, -7.213, 4.200], [0.200, -6.188, 4.166], [0.575, -4.812, 4.172], [1.912, -4.531, 4.208], [2.872, -5.544, 4.434], [-0.408, -3.722, 4.192], [0.091, -2.636, 3.877], [-1.530, -4.048, 4.616], [3.268, -7.628, 4.380], [0.647, -8.182, 4.126], [-0.865, -6.354, 4.245], [2.221, -3.500, 4.297], [3.895, -5.241, 4.602], [-5.299, 3.720, 6.038], [-4.617, 4.170, 7.127], [-3.291, 4.231, 7.262], [-2.477, 3.762, 6.241], [-3.127, 3.098, 5.148], [-4.516, 3.074, 5.070], [-1.025, 3.668, 6.466], [-0.550, 4.392, 7.312], [-0.415, 2.922, 5.724], [-6.375, 3.662, 6.103], [-5.110, 4.688, 7.937], [-2.813, 4.728, 8.093], [-2.420, 2.785, 4.395], [-5.119, 2.807, 4.215], [0.789, 1.995, 1.852], [0.929, 1.743, 0.450], [0.778, 0.532, -0.145], [0.229, -0.529, 0.611], [-0.062, -0.215, 2.056], [0.240, 1.021, 2.591], [-0.144, -1.800, -0.002], [0.284, -1.993, -1.155], [-0.718, -2.693, 0.549], [1.046, 2.877, 2.419], [1.311, 2.587, -0.105], [0.897, 0.336, -1.200], [-0.754, -0.922, 2.487], [-0.119, 1.299, 3.571], [3.821, 9.171, -0.729], [2.670, 9.386, -1.359], [1.559, 8.480, -1.243], [1.681, 7.373, -0.358], [2.906, 7.156, 0.331], [3.943, 8.084, 0.181], [0.577, 6.371, -0.090], [-0.459, 6.490, -0.776], [0.832, 5.438, 0.609], [4.665, 9.807, -0.954], [2.569, 10.162, -2.103], [0.657, 8.606, -1.824], [3.089, 6.381, 1.060], [4.894, 7.899, 0.659], [2.720, 3.583, -2.951], [2.148, 4.636, -3.834], [2.894, 5.797, -3.904], [4.035, 6.100, -3.191], [4.459, 5.142, -2.205], [3.775, 3.894, -2.123], [4.638, 7.431, -3.250], [4.034, 8.350, -3.794], [5.617, 7.604, -2.516], [2.277, 2.600, -2.882], [1.242, 4.429, -4.382], [2.289, 6.468, -4.495], [5.336, 5.418, -1.639], [4.335, 3.237, -1.474], [-3.846, -1.293, -6.391], [-2.767, -1.143, -7.309], [-1.554, -0.527, -6.981], [-1.407, 0.120, -5.752], [-2.542, 0.174, -4.927], [-3.767, -0.484, -5.290], [-0.082, 0.648, -5.303], [0.002, 0.798, -4.075], [0.790, 0.972, -6.111], [-4.848, -1.671, -6.524], [-2.853, -1.622, -8.273], [-0.695, -0.544, -7.637], [-2.391, 0.781, -4.046], [-4.582, -0.467, -4.582], [-4.575, 8.286, 3.240], [-4.353, 6.997, 2.822], [-3.208, 6.338, 3.204], [-2.250, 7.027, 3.954], [-2.549, 8.364, 4.396], [-3.635, 9.001, 3.930], [-0.990, 6.402, 4.388], [-0.700, 5.255, 3.910], [-0.366, 6.900, 5.366], [-5.391, 8.933, 2.956], [-5.163, 6.596, 2.231], [-3.017, 5.292, 3.015], [-1.788, 8.989, 4.840], [-3.802, 10.039, 4.178], [2.584, 2.507, 5.093], [3.272, 1.460, 4.534], [4.199, 1.680, 3.504], [4.455, 2.995, 3.048], [3.755, 4.078, 3.585], [2.864, 3.849, 4.664], [5.515, 3.272, 2.061], [5.382, 4.306, 1.352], [6.433, 2.594, 1.955], [1.918, 2.306, 5.919], [3.168, 0.419, 4.804], [4.743, 0.950, 2.924], [4.175, 5.071, 3.535], [2.371, 4.571, 5.299]],
  "forces_ev_per_angstrom": [[0.9, -0.5, 0.4], [0.3, 1.0, 1.5], [0.9, 1.1, -1.6], [-1.2, -1.8, 0.0], [-1.4, 0.3, 2.8], [0.2, 0.7, -3.4], [2.5, 1.6, 1.0], [-0.9, -1.3, 0.4], [-0.7, -1.3, -0.2], [-0.4, -0.3, -0.4], [-0.5, -0.5, 0.1], [-0.1, 1.0, -0.8], [0.2, 0.4, 0.0], [0.2, -0.4, 0.2], [0.7, -0.4, -0.3], [-2.7, 0.8, 0.7], [0.6, -1.1, -0.2], [1.3, 0.7, -0.3], [-0.8, -1.6, 1.1], [0.5, -0.3, -2.1], [-1.1, 0.4, -0.7], [1.8, 0.5, 0.0], [-0.1, 0.2, 1.5], [0.0, 0.3, 0.0], [-0.1, -0.7, 0.5], [-0.3, 0.4, 0.1], [0.2, 0.2, 0.0], [0.0, 0.5, -0.4], [-1.3, 0.7, 0.4], [0.4, -0.8, 1.9], [1.6, 0.7, -1.1], [0.5, -0.7, -1.8], [-2.0, 0.1, -0.5], [0.6, -0.2, 0.4], [-2.3, 0.8, -0.4], [-0.2, -0.2, 1.4], [3.1, -0.2, 0.1], [-0.3, -0.1, -0.2], [0.2, 0.0, -0.4], [0.0, 0.1, -0.3], [-0.4, 0.1, 0.4], [0.2, -0.2, -0.1], [-0.5, 0.9, -0.3], [2.4, -1.5, 0.9], [-1.0, 1.4, 0.6], [-0.3, -1.4, 0.1], [-1.3, 0.3, -0.4], [0.6, 0.4, -1.4], [-0.6, -1.4, -1.7], [0.1, 0.5, 0.5], [1.1, 0.9, 2.6], [0.4, 0.1, -0.3], [0.4, -0.2, 0.2], [-0.6, -0.1, -0.2], [-0.5, 0.1, -0.7], [-0.1, 0.0, 0.0], [-0.2, 0.1, -1.7], [1.5, -1.4, -1.0], [0.7, 1.6, -0.3], [-3.1, -1.0, 2.5], [1.2, -0.1, -1.2], [-0.8, 0.1, 2.1], [-0.1, -2.0, 0.0], [0.6, 2.2, 0.1], [0.5, 0.8, -0.3], [0.2, 0.2, 0.2], [-0.1, 0.1, -0.1], [0.0, -0.3, -0.5], [-0.2, -0.3, -0.2], [-0.2, 0.3, 0.2], [-0.5, -0.1, 0.2], [-0.2, -2.6, 1.8], [0.9, 0.2, -1.4], [-0.8, 0.6, 0.1], [-0.8, 0.6, 0.9], [0.0, 1.0, -2.2], [-2.8, 0.3, 1.6], [1.8, -0.6, -1.0], [2.5, 0.2, -1.2], [0.3, 0.0, 0.4], [-0.1, 0.5, 0.2], [-0.6, 0.1, 0.7], [0.1, -0.3, 0.0], [0.1, 0.3, 0.0], [0.2, -1.5, -0.1], [-1.2, -0.1, 1.2], [-0.8, 0.9, -0.1], [2.6, 1.1, 1.0], [0.8, -0.2, -1.0], [-0.7, 0.0, -0.2], [0.6, 5.4, 0.0], [-1.7, -4.0, -2.4], [0.0, -1.6, 2.0], [0.3, 0.9, 0.3], [0.5, 0.2, -0.2], [0.2, -0.5, -0.9], [-0.7, -0.1, 0.3], [-0.1, -0.1, 0.1], [-0.4, 0.1, 0.2], [0.2, 1.0, -0.2], [-0.8, 2.0, 0.4], [0.4, -2.5, -0.4], [1.0, 0.3, 1.3], [-1.2, 0.0, -1.0], [0.6, -0.9, 0.7], [-2.2, -0.8, 0.6], [1.7, 1.8, -1.2], [-0.1, -0.3, 0.1], [0.8, -0.4, 0.1], [-0.1, -0.4, -0.3], [0.0, 0.1, -0.2], [0.1, -0.2, -0.1], [1.0, -1.6, 0.3], [-2.1, 1.8, 1.6], [3.4, 0.4, -0.5], [-2.1, -1.8, -0.2], [1.5, 1.2, 0.8], [-0.8, 1.3, -0.4], [-0.8, 0.7, -1.0], [0.3, -0.4, 0.1], [0.3, -0.2, 0.3], [-0.1, 0.2, -0.6], [-0.7, -0.2, 0.1], [-0.1, -0.1, 0.2], [-0.5, -0.5, -0.4], [0.7, -0.8, -0.4], [0.6, 0.0, -2.4], [1.6, 2.3, 1.7], [-1.4, -2.3, 0.1], [-0.3, 2.5, 3.9], [-0.8, -1.9, -4.1], [-1.3, -1.7, 1.1], [1.9, -0.5, -2.3], [-0.1, 1.0, 0.4], [-1.1, 0.0, 1.9], [0.1, 0.6, -0.8], [0.0, 0.0, -0.4], [0.3, 0.3, -0.2], [0.4, -0.1, 0.7], [0.2, -0.4, 0.4], [1.8, -1.1, 1.9], [-3.5, -1.0, -1.6], [0.9, -0.9, 1.4], [0.9, 0.9, 0.1], [0.1, 1.4, 0.1], [-0.6, -0.1, -1.2], [-0.5, 1.1, -3.2], [1.3, 0.1, 1.3], [0.0, -0.6, 1.0], [0.1, 0.0, 0.2], [0.0, 0.2, 0.1], [0.0, 0.1, 0.1], [-0.5, -0.4, -0.2], [0.0, 0.0, 0.1], [-1.4, 1.9, -1.1], [2.9, -3.0, 2.9], [-2.6, 0.5, -1.2], [-0.1, -2.2, 1.7], [-0.9, 1.2, -2.3], [2.0, 1.6, -0.2], [-0.1, 0.9, 1.8], [0.6, -1.0, -0.3], [-0.5, -0.2, -1.2], [-0.1, -0.1, -0.1], [0.1, 0.3, -0.1], [1.0, 1.1, -0.3], [-0.1, -0.4, 0.3], [-0.8, -0.7, 0.1], [0.9, 2.2, -0.7], [-0.2, -1.1, 0.2], [-0.1, 0.1, 0.2], [-1.4, -1.0, -0.4], [0.3, 0.1, -0.5], [2.1, 0.6, 1.9], [-0.2, 0.9, 0.7], [0.3, -0.2, -1.4], [-1.4, -0.8, 0.9], [0.3, -0.7, -0.8], [0.1, -0.1, -0.1], [-0.1, -0.1, -0.3], [-0.6, -0.2, 0.4], [-0.1, 0.2, 0.1], [-0.3, 1.4, -0.8], [-1.2, 0.3, 0.0], [1.4, -0.5, 0.6], [-1.0, 1.7, 0.6], [3.1, -1.3, -0.8], [-0.7, 0.2, 0.8], [1.0, -2.5, 1.9], [-0.7, 3.3, 0.8], [-1.4, -0.8, -2.9], [-0.7, -0.8, -0.4], [0.3, -0.7, -0.1], [-0.1, 0.0, -0.4], [0.2, -0.5, 0.5], [0.0, 0.0, 0.0], [0.7, 1.3, -0.3], [1.1, -0.5, -1.5], [0.4, 1.8, -1.1], [-1.3, -0.5, 1.0], [0.3, 0.0, 2.3], [-0.1, -2.4, -0.1], [-3.8, 4.8, -1.3], [-0.6, -1.0, 1.2], [3.9, -4.0, 0.2], [-0.1, 0.3, 0.0], [-0.4, 0.0, 0.4], [0.0, -0.6, 0.5], [-0.4, 0.2, -0.8], [0.2, 0.7, -0.6]]
}